# C5H13ClO6P2

A molecular structure, C5H13ClO6P2 at a distorted geometry (wB97M-V/def2-TZVPD, OMol25).

Calculated values
frontier orbital gap = 9.6 eV
M = 266.55 g mol⁻¹
energy above the lowest of the compared OMol25 structures with the same formula, charge and spin = 29.05 kcal per mole

ORCA input file:
```
! wB97M-V def2-TZVPD RIJCOSX def2/J DEFGRID3
* xyz 0 1
C -1.380 -0.129 2.492
C -3.105 0.389 -1.171
C 3.436 -0.430 -1.438
C 0.948 2.282 0.131
C 0.059 -1.806 -0.731
O -2.425 -2.042 0.661
O 1.709 -0.157 1.822
O -0.928 -0.077 1.126
O -1.883 -0.292 -1.168
O 3.052 -0.765 -0.123
O 1.200 1.031 -0.435
P -1.422 -1.160 0.097
P 1.582 -0.234 0.397
Cl 0.400 -3.460 -0.390
H -2.099 -0.874 2.484
H -1.918 0.764 2.532
H -0.629 -0.073 3.191
H -2.924 1.195 -0.508
H -3.830 -0.202 -0.666
H -3.170 0.876 -2.112
H 3.037 0.477 -1.796
H 2.993 -1.216 -2.039
H 4.620 -0.434 -1.479
H 0.165 2.297 0.737
H 0.932 3.018 -0.663
H 1.651 2.553 0.828
H -0.073 -1.531 -1.778
*
```


# C3H5NO2

C3H5NO2 in the gas phase (wB97M-V/def2-TZVPD, OMol25).

Calculated values
SMILES = [H]/N=C/OC(C)=O
frontier orbital gap = 11.2 eV
M = 87.08 g mol⁻¹
energy above the lowest of the compared OMol25 structures with the same formula, charge and spin = 31.61 kcal per mole

ORCA input file:
```
! wB97M-V def2-TZVPD RIJCOSX def2/J DEFGRID3
* xyz 0 1
C -1.384 0.299 -0.448
C -0.408 -0.815 -0.212
O -0.263 -1.817 -0.829
O 0.176 -0.705 1.175
C 1.274 0.006 0.926
N 1.415 0.312 -0.295
H -2.347 -0.095 -0.109
H -1.134 1.191 0.128
H -1.454 0.553 -1.509
H 1.909 0.250 1.784
H 2.217 0.821 -0.612
*
```


# C37H51AsN4RuSe

A molecular structure, C37H51AsN4RuSe (wB97M-V/def2-TZVPD, OMol25).

Calculated values
frontier orbital gap (alpha / beta) = 7.7 / 6.7 eV
M = 806.80 g mol⁻¹
energy above the lowest of the compared OMol25 structures with the same formula, charge and spin = 15.05 kcal per mole

ORCA input file:
```
! wB97M-V def2-TZVPD RIJCOSX def2/J DEFGRID3
* xyz 1 2
Ru -0.785 0.831 0.756
N -1.626 2.800 0.866
C -1.996 3.158 2.238
C -0.774 2.869 3.098
N -0.303 1.482 2.906
C -0.896 0.500 3.836
C -2.098 -0.183 3.215
N -1.651 -0.742 1.922
H -0.853 3.390 0.566
H -2.368 2.877 0.174
H -2.850 2.550 2.537
H -2.286 4.204 2.344
H -0.985 3.078 4.150
H 0.044 3.526 2.791
H 0.700 1.495 3.041
H -1.154 0.958 4.794
H -0.140 -0.265 4.036
H -2.916 0.505 3.010
H -2.481 -0.951 3.891
H -2.408 -1.237 1.447
H -0.919 -1.421 2.109
C -6.882 -2.713 1.594
C -5.787 -1.949 0.903
C -5.876 -0.577 0.702
C -4.870 0.150 0.071
C -5.108 1.622 -0.155
C -3.713 -0.517 -0.370
Se -2.277 0.479 -1.203
C -3.644 -1.919 -0.251
C -2.518 -2.741 -0.821
C -4.669 -2.601 0.403
H -7.659 -2.045 1.964
H -6.493 -3.284 2.438
H -7.349 -3.424 0.910
H -6.764 -0.053 1.039
H -6.144 1.870 0.075
H -4.903 1.901 -1.187
H -4.476 2.247 0.479
H -1.753 -2.109 -1.266
H -2.897 -3.402 -1.602
H -2.063 -3.374 -0.052
H -4.598 -3.681 0.499
C 0.578 -2.005 -6.474
C 0.667 -1.512 -5.058
C 0.876 -2.381 -3.999
C 0.957 -1.928 -2.686
C 1.213 -2.954 -1.611
C 0.812 -0.558 -2.429
As 0.987 -0.056 -0.568
N 0.758 1.735 -0.320
C 1.647 2.461 0.525
C 1.731 3.837 0.308
C 2.487 4.657 1.134
C 3.194 4.117 2.198
C 3.137 2.746 2.419
C 2.374 1.929 1.600
C 2.792 -0.620 -0.120
C 3.025 -1.540 0.905
C 1.941 -2.178 1.735
C 4.336 -1.910 1.195
C 5.414 -1.390 0.498
C 6.825 -1.795 0.820
C 5.156 -0.472 -0.516
C 3.868 -0.074 -0.843
C 3.679 0.920 -1.956
C 0.568 0.344 -3.477
C 0.358 1.823 -3.301
C 0.515 -0.161 -4.770
H 0.823 -3.064 -6.543
H 1.260 -1.454 -7.123
H -0.431 -1.865 -6.868
H 0.984 -3.443 -4.194
H 0.896 -3.939 -1.954
H 0.663 -2.745 -0.692
H 2.273 -3.011 -1.358
H 1.205 4.252 -0.546
H 2.532 5.720 0.934
H 3.793 4.751 2.838
H 3.700 2.306 3.234
H 2.345 0.866 1.798
H 0.951 -1.860 1.420
H 2.069 -1.925 2.791
H 1.987 -3.266 1.654
H 4.512 -2.630 1.989
H 6.855 -2.528 1.625
H 7.416 -0.930 1.124
H 7.311 -2.229 -0.055
H 5.987 -0.048 -1.070
H 4.628 1.393 -2.201
H 2.975 1.709 -1.684
H 3.300 0.433 -2.857
H -0.353 2.050 -2.515
H -0.004 2.252 -4.235
H 1.289 2.329 -3.036
H 0.328 0.532 -5.584
*
```


# C4H13N3

A molecular structure, C4H13N3 at a distorted geometry (wB97M-V/def2-TZVPD, OMol25).

Calculated values
frontier orbital gap = 6.6 eV
M = 103.17 g mol⁻¹
energy above the lowest of the compared OMol25 structures with the same formula, charge and spin = 138.26 kcal per mole

ORCA input file:
```
! wB97M-V def2-TZVPD RIJCOSX def2/J DEFGRID3
* xyz 0 1
C -1.077 -0.964 1.223
C -1.011 1.098 -0.184
N -0.480 -0.224 0.112
C -0.941 -1.278 -1.424
N -1.608 -0.767 -2.358
H -1.845 -1.402 -3.131
H -0.616 -2.337 -1.398
H -0.890 -0.416 2.149
H -2.132 -1.154 1.021
H -1.168 1.649 0.746
H -1.937 1.003 -0.761
H -0.309 1.646 -0.814
H -0.564 -1.918 1.334
C 2.566 0.904 0.305
N 1.578 0.301 1.180
H 1.174 1.060 1.732
H 0.708 -0.383 0.054
H 3.332 1.439 0.884
H 2.141 1.626 -0.411
H 3.078 0.118 -0.259
*
```